The following is a quantum chemistry calculation of C21H10Cl5N4O7RuSe as an isolated structure, from OMol25.

The geometry in XYZ format:
```
49
C21H10Cl5N4O7RuSe, DFT ωB97M-V/def2-TZVPD
Ru -0.13 0.00 0.24
Cl 2.67 1.73 1.01
C 1.27 2.73 0.83
C 0.03 2.12 0.70
C -1.09 2.95 0.67
Cl -2.67 2.23 0.67
C -0.99 4.34 0.67
Cl -2.39 5.33 0.59
C 0.28 4.92 0.75
Cl 0.44 6.62 0.75
C 1.41 4.11 0.85
Cl 2.96 4.83 1.01
O 3.53 -0.91 -1.49
C 2.44 -1.10 -1.01
O 1.42 -0.28 -1.08
C 2.03 -2.41 -0.36
C 2.31 -3.62 -0.94
C 1.59 -4.76 -0.55
C 0.53 -4.68 0.33
C 0.26 -3.46 0.91
C 1.10 -2.34 0.72
O 1.00 -1.25 1.41
N -1.00 -3.24 1.58
O -1.60 -4.20 2.03
O -1.46 -2.10 1.57
N 1.88 -6.04 -1.18
O 2.80 -6.09 -1.97
O 1.19 -7.00 -0.87
H 3.04 -3.69 -1.74
H -0.10 -5.54 0.51
C -4.35 -1.46 0.34
N -3.58 -2.45 -0.39
C -2.56 -2.18 -1.21
Se -1.87 -0.52 -1.69
N -2.07 -3.35 -1.66
C -2.75 -4.41 -1.09
C -2.60 -5.78 -1.18
C -3.47 -6.55 -0.43
C -4.45 -5.97 0.38
C -4.61 -4.60 0.47
C -3.73 -3.83 -0.28
H -3.77 -0.55 0.39
H -4.55 -1.83 1.34
H -5.29 -1.26 -0.18
H -1.27 -3.39 -2.27
H -1.83 -6.23 -1.80
H -3.38 -7.63 -0.46
H -5.11 -6.62 0.95
H -5.36 -4.16 1.10
```

Its spin multiplicity is 6. The HOMO energy (alpha / beta) is -8.9 / -9.1 eV. The energy is -6349.0253 a.u. The expectation value of S² is 8.765. For the frontier orbital gap (alpha / beta), the calculation gives 7.68 / 6.95 eV.

Löwdin atomic charge list, values in e, 8 entries: 1.368 0.735 -0.703 -0.296 -0.721 0.637 -0.716 0.689

***

The following is a quantum chemistry calculation of C21H12EuF5N2O3S5 as an isolated structure, from OMol25.

The geometry in XYZ format:
```
49
C21H12EuF5N2O3S5, DFT ωB97M-V/def2-TZVPD
Eu -0.90 -1.16 -0.73
C -3.62 -4.11 1.19
O -4.08 -3.45 2.40
C -3.68 -2.23 2.79
C -4.11 -1.87 4.06
C -3.74 -0.65 4.64
C -2.93 0.23 3.95
C -2.48 -0.08 2.66
C -1.67 0.88 1.97
N -1.17 0.71 0.79
N -0.44 1.79 0.30
C -0.32 1.72 -0.99
O -0.85 0.83 -1.76
C 0.55 2.78 -1.63
C 1.13 3.81 -0.89
C 1.94 4.75 -1.52
C 2.19 4.66 -2.88
C 1.63 3.62 -3.62
C 0.81 2.68 -2.99
C -2.86 -1.33 2.02
O -2.48 -1.59 0.82
H -2.55 -4.30 1.21
H -3.85 -3.55 0.29
H -4.15 -5.06 1.17
H -4.73 -2.58 4.59
H -4.09 -0.41 5.64
H -2.63 1.17 4.39
H -1.48 1.82 2.47
H 0.93 3.86 0.18
H 2.38 5.55 -0.94
H 2.84 5.38 -3.37
H 1.84 3.52 -4.68
H 0.39 1.84 -3.53
F 6.07 0.30 0.51
C 5.00 -0.04 -0.23
C 3.75 -0.10 0.33
F 3.60 0.19 1.63
C 2.67 -0.44 -0.45
F 1.49 -0.44 0.15
C 2.73 -0.76 -1.80
S 1.35 -1.21 -2.74
C 4.03 -0.67 -2.32
F 4.24 -0.94 -3.61
C 5.13 -0.33 -1.57
F 6.35 -0.27 -2.12
S 0.35 -3.46 0.30
S -0.03 -4.38 -1.51
S -2.06 -4.29 -1.91
S -2.49 -2.40 -2.67
```

Its spin multiplicity is 7. The HOMO energy (alpha / beta) is -1.8 / -1.8 eV. The energy is -4343.4701 a.u. The expectation value of S² is 12.013. For the frontier orbital gap (alpha / beta), the calculation gives 6.29 / 6.30 eV. As for the total charge: -2.

Löwdin atomic charge list, values in e, 8 entries: 1.473 -0.075 -0.089 -0.226 -0.034 -0.137 -0.096 -0.151

***

Taking the records one at a time from the top gives maximum force values of 0.6 1.5 eV Å⁻¹.
Taking the records one at a time from the top gives relative energy (zero: lowest compared OMol25 entry of this formula, charge and spin) values of 0.965 0.209 eV.